[1]
Below is a structure of composition C21H31OW at a distorted geometry, with properties calculated with wB97M-V/def2-TZVPD.

Each line ends with the Mulliken spin population.
Atoms and positions in Å:
C  -2.1218  -0.3071  0.5717  0.04
C  -2.0122  0.4108  -0.6727  -0.01
C  -1.3133  1.6479  -0.4159  0.02
C  -1.0585  1.7229  1.0016  0.14
C  -1.6055  0.5411  1.6121  0.07
W  -0.0510  0.0127  0.1531  1.86
C  2.7196  -0.5316  0.2806  -0.04
C  1.7453  -1.2291  1.1516  -0.06
H  1.6387  -2.3151  1.0766  0.00
C  0.9791  -0.5395  2.1112  0.06
H  1.3933  0.3582  2.5815  0.02
H  0.3421  -1.1498  2.7528  -0.01
C  3.9511  -1.3038  -0.1681  0.00
H  3.6683  -2.2738  -0.5988  0.00
H  4.4818  -0.7345  -0.9431  0.00
H  4.6395  -1.4744  0.6742  0.00
C  2.9948  0.8985  0.6970  0.02
H  2.0736  1.5158  0.7399  -0.01
H  3.4615  0.9342  1.6988  0.00
H  3.6648  1.3888  -0.0235  0.00
C  -2.8162  0.0995  -1.8889  0.00
H  -2.9227  -0.9811  -2.0259  0.00
H  -3.8289  0.5222  -1.7994  0.00
H  -2.3643  0.5167  -2.7919  0.00
C  -1.1131  2.7599  -1.3902  -0.04
H  -0.8650  2.3721  -2.3820  0.00
H  -2.0204  3.3736  -1.4839  0.00
H  -0.2917  3.4121  -1.0763  0.00
C  -0.4149  2.8628  1.7180  -0.08
H  0.1790  3.4780  1.0327  0.00
H  -1.1668  3.5132  2.1863  0.00
H  0.2534  2.5074  2.5136  0.00
C  -1.7446  0.2917  3.0750  0.00
H  -0.9355  0.7635  3.6427  0.00
H  -2.6939  0.6982  3.4518  0.00
H  -1.7414  -0.7817  3.2954  0.00
C  -2.7891  -1.6291  0.7651  -0.07
H  -2.2034  -2.2722  1.4358  0.00
H  -3.8035  -1.5057  1.1719  0.00
H  -2.8675  -2.1618  -0.1890  0.00
C  0.6954  -1.3845  -1.5039  -0.01
C  1.6932  -0.4376  -1.2833  0.00
C  -0.1625  -1.3346  -2.6235  0.00
C  1.7354  0.7202  -2.0658  0.01
H  1.4645  -2.1464  -1.0159  0.01
C  -0.0476  -0.2124  -3.4376  0.00
H  -0.8756  -2.1394  -2.7873  -0.01
C  0.8809  0.8093  -3.1700  0.05
H  2.4431  1.5137  -1.8346  0.02
H  -0.6754  -0.1227  -4.3332  0.00
H  0.9595  1.6507  -3.8742  0.00
O  -0.4664  -3.7161  1.4380  0.00
H  -0.4320  -4.2668  2.2345  0.00
H  -0.6531  -4.3449  0.7156  0.00

Cartesian forces (eV/Å) of the 6 atoms listed first:
-0.9464 1.0379 0.2774
-1.0296 0.9653 -0.0816
-1.6464 0.6286 0.0479
-1.3810 0.3150 0.2141
-0.7211 0.6661 0.2437
4.1796 -3.4285 2.4913

Results
2S+1 ... 3
HOMO-LUMO gap (spin up / spin down) ... 6.8 / 6.2 eV
Charge ... +1
Lowest unoccupied orbital energy (spin up / spin down) ... -3.63 / -3.74 eV
Highest occupied orbital energy (spin up / spin down) ... -10.39 / -9.95 eV

***

[2]
Below is a structure of composition C21H32BIrN2O11P, with properties calculated with wB97M-V/def2-TZVPD.

Each line ends with the Mulliken spin population.
Atoms and positions in Å:
Ir  -0.2117  0.0896  -0.5411  2.17
O  -0.1454  -0.8118  3.5199  0.09
C  -0.7665  -0.7913  2.4704  0.06
O  -0.8420  0.1619  1.6229  0.11
C  -1.5863  -2.0217  2.1633  0.15
C  -2.3354  -2.6048  3.1749  -0.06
C  -3.0966  -3.7080  2.8828  0.20
C  -3.1193  -4.3454  1.6195  -0.03
C  -2.3289  -3.8522  0.6451  0.10
C  -1.5407  -2.6380  0.8373  0.17
O  -0.8531  -2.1475  -0.0664  0.45
N  -2.2969  -4.5777  -0.6439  -0.01
O  -1.2391  -4.6153  -1.2237  0.01
O  -3.3237  -5.1295  -0.9796  0.01
N  -3.9484  -4.2944  3.9496  -0.02
O  -4.5799  -5.2893  3.6625  0.03
O  -3.9431  -3.7426  5.0263  0.02
H  -2.3218  -2.1842  4.1699  0.00
H  -3.7409  -5.2119  1.4500  0.00
C  -1.0487  3.4487  1.5294  0.01
C  -2.1378  2.9857  0.5603  0.01
P  -1.4688  2.1293  -0.9007  0.31
C  -0.3100  3.3046  -1.6708  -0.02
C  -0.9173  4.5980  -2.2085  0.02
C  -2.8634  1.8995  -2.0628  0.04
C  -3.9968  2.9210  -1.9802  0.02
H  -1.5035  3.8538  2.4335  0.00
H  -0.4399  4.2396  1.0893  0.00
H  -0.3986  2.6264  1.8188  0.00
H  -2.7395  3.8341  0.2258  0.00
H  -2.8168  2.2817  1.0480  0.00
H  0.1986  2.7421  -2.4563  0.00
H  0.4464  3.5181  -0.9119  0.01
H  -1.6124  4.4049  -3.0258  0.00
H  -0.1307  5.2466  -2.5950  0.00
H  -1.4490  5.1554  -1.4356  0.00
H  -3.2396  0.8895  -1.8966  0.01
H  -2.4190  1.8798  -3.0620  0.00
H  -4.5084  2.8678  -1.0194  0.00
H  -4.7367  2.7161  -2.7547  0.00
H  -3.6512  3.9446  -2.1168  0.00
C  -0.5647  -0.8874  -4.6169  0.02
C  -0.4152  -0.3769  -3.2117  -0.02
O  -1.2411  -0.7753  -2.3235  0.14
O  0.5105  0.4124  -2.9199  0.11
H  -1.3949  -1.5837  -4.6943  0.00
H  0.3612  -1.3781  -4.9137  0.00
H  -0.7180  -0.0453  -5.2922  0.00
C  4.4529  0.9092  2.0090  0.00
C  4.0018  0.3854  0.6586  0.03
C  4.8994  0.9191  -0.4457  -0.01
O  2.6686  0.9195  0.4037  0.06
B  1.9100  -0.0931  -0.1045  0.58
O  2.5429  -1.3037  -0.1568  0.15
C  3.7802  -1.1694  0.6044  0.05
C  3.5148  -1.7981  1.9637  0.00
C  4.8605  -1.9358  -0.1334  0.00
H  4.5749  1.9910  1.9538  0.00
H  5.4136  0.4744  2.2918  0.00
H  3.7236  0.6887  2.7852  0.00
H  4.8855  2.0083  -0.4109  0.00
H  4.5449  0.6067  -1.4280  0.00
H  5.9296  0.5836  -0.3215  0.00
H  2.6924  -1.3011  2.4799  0.00
H  4.3997  -1.7622  2.6000  0.00
H  3.2402  -2.8425  1.8155  0.00
H  4.9552  -1.6030  -1.1645  0.00
H  4.6081  -2.9959  -0.1394  0.00
H  5.8260  -1.8202  0.3635  0.00

Cartesian forces (eV/Å) of the 6 atoms listed first:
0.2358 0.0553 -0.0660
0.0245 -0.0596 0.0117
0.0953 0.2465 -0.0260
-0.2385 -0.0221 -0.0048
-0.2490 -0.3835 -0.0189
0.1779 0.2350 -0.1314

Results
2S+1 ... 6
HOMO-LUMO gap (spin up / spin down) ... 6.5 / 5.9 eV
Lowest unoccupied orbital energy (spin up / spin down) ... -0.88 / -3.65 eV
Highest occupied orbital energy (spin up / spin down) ... -7.40 / -9.58 eV

***

[3]
Below is a cluster of 3 separate species, C21H32ClN3O5S2 in total at a distorted geometry, with properties calculated with wB97M-V/def2-TZVPD.

Each line ends with the Löwdin charge.
Atoms and positions in Å:
C  2.6161  -0.7878  0.4597  -0.16
C  1.2853  0.2173  0.3339  -0.62
Cl  0.6904  -0.0106  -1.4448  0.47
C  0.2107  -0.3236  1.4486  -0.19
C  -1.1859  0.5341  1.5391  -0.02
C  -1.1603  2.1725  1.8732  -0.11
O  0.0993  2.9383  2.0950  -0.11
C  -2.5625  3.0230  1.9960  0.05
C  -4.0698  2.3322  1.8074  -0.15
N  -5.2488  3.2512  1.9554  0.03
C  -6.5043  2.4435  1.7767  -0.09
C  -6.6034  0.8499  1.4616  -0.08
N  -5.3905  -0.0166  1.2748  0.04
C  -4.1084  0.7442  1.4606  -0.10
C  -2.6967  -0.1319  1.3167  -0.02
C  -2.8410  -1.7529  0.9303  -0.16
C  -3.5848  -2.6187  2.1182  -0.30
N  -3.2762  -2.1367  3.5263  -0.06
H  2.3049  -1.8643  0.0770  0.04
H  3.5622  -0.3500  -0.0762  0.08
H  2.8901  -0.9258  1.6093  0.10
H  1.6512  1.3215  0.5173  0.08
H  0.7476  -0.2298  2.5107  0.14
H  0.0742  -1.4746  1.2662  0.11
H  0.4315  3.3230  1.2167  0.04
H  -2.5165  4.1937  2.2251  0.11
H  -7.5360  3.0361  1.8739  0.10
H  -7.6622  0.3394  1.3728  0.10
H  -1.8409  -2.2200  0.5392  0.09
H  -3.5891  -1.7659  0.0002  0.12
H  -3.3634  -3.7694  1.9773  0.11
H  -4.7612  -2.4873  1.9663  0.11
H  -2.2900  -2.3671  3.8107  0.07
H  -3.9068  -2.7324  4.1419  0.07
O  2.4796  -3.7825  0.1164  -0.34
S  1.5448  -4.6259  -0.5984  0.67
O  0.2316  -4.9454  -0.0749  -0.33
C  1.3637  -3.9915  -2.2538  -0.23
C  2.4638  -4.6846  -3.0440  -0.22
C  2.4505  -6.1411  -2.5824  -0.22
C  2.3788  -6.1380  -1.0564  -0.23
H  1.4575  -2.9042  -2.2497  0.08
H  0.3740  -4.2832  -2.6175  0.11
H  2.2993  -4.5986  -4.1220  0.12
H  3.4352  -4.2320  -2.8118  0.12
H  1.5670  -6.6455  -2.9922  0.12
H  3.3321  -6.6854  -2.9352  0.12
H  1.8133  -6.9935  -0.6785  0.11
H  3.3764  -6.1237  -0.6089  0.11
O  1.8650  3.2785  0.1489  -0.34
S  1.6410  4.5679  -0.4703  0.70
O  0.5330  5.4249  -0.0983  -0.30
C  3.1512  5.5093  -0.3761  -0.22
C  3.9102  5.1288  -1.6386  -0.22
C  2.8713  5.1169  -2.7589  -0.22
C  1.6505  4.3560  -2.2442  -0.21
H  3.6896  5.2613  0.5401  0.11
H  2.8848  6.5705  -0.3816  0.11
H  4.7230  5.8309  -1.8459  0.12
H  4.3460  4.1286  -1.5278  0.12
H  2.5873  6.1475  -3.0038  0.12
H  3.2656  4.6595  -3.6717  0.12
H  0.7226  4.7541  -2.6625  0.11
H  1.7266  3.2862  -2.4573  0.10

Cartesian forces (eV/Å) of the 6 atoms listed first:
-0.7451 -0.0760 0.6201
1.9021 -0.9166 1.5444
0.2358 0.4806 1.5970
-0.0684 0.6383 0.2438
-4.0858 1.1100 -0.1398
-3.4744 0.5939 -0.2828

Results
HOMO-LUMO gap ... 6.9 eV
Lowest unoccupied orbital energy ... -0.52 eV
Highest occupied orbital energy ... -7.46 eV
SMILES ... C[C@@H](Cl)Cc1c(O)cc2nccnc2c1CCN.O=S1(=O)CCCC1.O=S1(=O)CCCC1